(1)
Molecular formula: C22H27N3O7S
Method: DFT, ωB97M-V/def2-TZVPD

As for the spin multiplicity: 1. As for the structure (SMILES): COc1ccc(CCNC(=O)C(=O)NC[C@@H]2OCCN2S(=O)(=O)c2ccc(OC)cc2)cc1. As for the net charge: 0. Its LUMO energy is 0.0179 Ha. The value obtained for the frontier orbital gap is 8.43 eV.

Geometry as XYZ:
```
60
Properties=species:S:1:pos:R:3:forces:R:3
C -4.294463 -0.003293 1.279540 0.12 -0.09 0.18
H -5.028693 -0.685863 1.705650 0.07 0.05 0.02
O -4.852137 0.437615 0.061227 -0.10 0.11 -0.30
C -4.108910 1.265846 -0.723274 0.00 0.10 -0.11
C -2.801904 1.656099 -0.454452 -0.17 -0.24 0.23
C -2.141846 2.496581 -1.333504 -0.15 0.10 -0.17
C -2.759200 2.975991 -2.478990 0.12 0.21 0.02
C -4.067910 2.582764 -2.738769 0.07 -0.04 0.12
C -4.737029 1.741178 -1.876168 -0.04 -0.16 0.16
H -5.752785 1.434509 -2.072221 -0.12 -0.03 -0.01
H -4.569816 2.945443 -3.625095 -0.08 0.05 -0.10
C -2.006499 3.846281 -3.445004 0.01 -0.24 -0.09
H -2.653414 4.625630 -3.851371 0.04 0.06 0.01
H -1.164785 4.317683 -2.937346 -0.03 0.07 -0.04
C -1.458027 3.012018 -4.615864 0.18 0.44 0.11
N -0.695954 1.875770 -4.150843 -0.09 -0.34 -0.04
C 0.481437 1.978249 -3.530866 -0.25 -0.04 -0.28
O 1.130621 2.997166 -3.366061 0.01 0.20 0.09
C 1.003589 0.619202 -3.055897 0.23 -0.13 -0.03
O 0.435066 -0.427995 -3.310455 -0.07 -0.06 0.03
N 2.167963 0.743222 -2.402963 0.16 0.39 0.22
C 2.831237 -0.364366 -1.782196 -0.22 -0.33 0.31
H 3.913171 -0.219075 -1.797314 -0.10 -0.07 -0.03
H 2.574170 -1.258487 -2.355364 0.14 0.01 0.04
C 2.380296 -0.564063 -0.315857 0.60 0.40 -0.23
N 0.951468 -0.688412 -0.228648 -0.56 0.60 0.72
S 0.314497 -0.092712 1.210949 -0.01 -0.01 -0.05
O -1.045357 -0.546449 1.275049 0.18 -0.36 0.05
O 0.574384 1.314240 1.203271 0.37 0.07 0.08
C 1.230171 -0.851568 2.543797 -0.51 0.29 -0.52
C 0.831213 -2.083584 3.018777 -0.07 0.02 -0.02
C 1.550767 -2.706380 4.024357 0.14 -0.15 0.16
C 2.678987 -2.082472 4.555348 -0.07 0.15 -0.17
C 3.057982 -0.822537 4.076421 -0.01 -0.14 0.05
C 2.335763 -0.210869 3.076325 0.13 0.04 0.11
H 2.601121 0.768646 2.712527 0.10 0.13 0.00
H 3.923690 -0.350611 4.512194 0.09 0.08 0.05
O 3.458917 -2.597386 5.531769 0.04 0.30 -0.15
C 3.136138 -3.858874 6.072489 -0.05 -0.22 0.10
H 3.172094 -4.642843 5.310146 -0.01 0.04 0.02
H 2.149595 -3.851823 6.545428 0.03 0.00 -0.03
H 3.895372 -4.056015 6.827249 -0.08 -0.03 -0.05
H 1.224103 -3.668184 4.385975 -0.01 -0.07 0.06
H -0.056973 -2.541814 2.612773 -0.10 -0.11 0.01
C 0.677857 -2.084792 -0.502464 -0.16 -0.60 -0.16
C 1.989199 -2.801320 -0.102002 -0.07 -0.31 -0.05
H 1.879661 -3.423860 0.789354 0.01 0.02 -0.11
H 2.382468 -3.411794 -0.921688 -0.08 0.02 0.08
O 2.905604 -1.762178 0.217891 0.28 0.11 -0.13
H 0.456358 -2.191176 -1.567132 -0.01 -0.01 0.14
H -0.190454 -2.391521 0.076431 0.02 -0.16 -0.12
H 2.715157 0.278180 0.296177 0.08 -0.08 -0.08
H 2.460265 1.694182 -2.211234 -0.05 -0.08 -0.16
H -1.128847 0.962301 -4.118817 0.13 0.05 0.01
H -2.274638 2.637360 -5.234277 0.08 0.01 0.00
H -0.798645 3.638393 -5.224007 -0.13 -0.07 -0.06
H -1.124404 2.781973 -1.106973 0.14 0.08 0.02
H -2.276780 1.303570 0.417002 -0.03 -0.05 0.11
H -4.136520 0.835431 1.965316 0.02 -0.02 -0.01
H -3.344390 -0.523207 1.133681 -0.12 0.04 -0.01
```
Forces are in eV/Å.


(2)
Molecular formula: C6H10O
Method: DFT, ωB97M-V/def2-TZVPD

As for the spin multiplicity: 1. As for the structure (SMILES): C[C@H]1C[C@H]2OC[C@@H]12. As for the net charge: 0. Its LUMO energy is 0.0400 Ha. The value obtained for the frontier orbital gap is 10.54 eV.

Geometry as XYZ:
```
17
Properties=species:S:1:pos:R:3:forces:R:3
C 1.787287 -0.509069 -0.338719 0.02 -0.09 -0.01
C 0.776273 0.280622 0.472327 0.16 0.06 0.02
C 0.099431 1.375659 -0.387761 -0.01 0.14 -0.08
C -1.277165 0.817316 0.003330 -0.07 0.33 0.10
O -1.731097 -0.193928 -0.918931 -0.06 0.03 -0.14
C -1.304016 -1.249636 -0.037290 0.11 -0.31 0.09
C -0.624094 -0.258632 0.900344 0.03 -0.09 0.14
H 2.309295 -1.303355 0.201583 -0.14 0.04 0.04
H 2.535843 0.220588 -0.672854 0.00 -0.25 -0.02
H 1.325993 -0.928985 -1.240489 0.07 0.00 0.16
H 1.267111 0.707383 1.353516 -0.04 0.00 -0.15
H 0.356200 2.391776 -0.077098 -0.31 -0.03 -0.01
H 0.286881 1.273937 -1.461958 -0.03 0.05 0.14
H -2.083439 1.496249 0.298117 0.13 -0.10 0.00
H -0.669335 -1.990953 -0.538308 -0.08 0.12 0.02
H -2.163743 -1.766000 0.413624 0.13 0.12 -0.10
H -0.815468 -0.351023 1.971614 0.09 -0.03 -0.19
```
Forces are in eV/Å.


(3)
Molecular formula: C15H41FNO6PSi
Method: DFT, ωB97M-V/def2-TZVPD

As for the spin multiplicity: 1. As for the structure (SMILES): C[C@@H](F)C[SiH2][PH2]=N.COCCOC.COCCOC.COCCOC. As for the net charge: 0. Its LUMO energy is 0.0267 Ha. The value obtained for the frontier orbital gap is 8.93 eV.

Geometry as XYZ:
```
66
Properties=species:S:1:pos:R:3:forces:R:3
C 6.129828 0.039465 2.353543 0.03 -0.19 -0.38
C 5.884564 1.506097 2.534883 -0.38 -0.21 0.79
F 6.011328 2.165031 1.322578 0.09 0.26 -0.29
C 4.525687 1.820638 3.143802 0.04 0.01 -0.73
Si 3.084991 1.534698 1.929468 0.50 -0.03 0.31
P 1.967003 -0.289320 2.647926 -1.07 0.15 -0.38
N 0.497397 -0.408092 2.063884 0.54 -0.21 -0.03
H 6.498508 -0.392820 3.267987 0.05 -0.20 0.45
H 6.888928 -0.108485 1.599584 0.25 -0.07 -0.24
H 5.240239 -0.500186 2.049961 -0.23 -0.12 -0.14
H 6.638753 1.885922 3.213633 0.42 0.37 -0.10
H 4.396509 1.187225 4.010121 -0.09 -0.21 0.39
H 4.550528 2.840567 3.496654 -0.22 0.40 0.12
H 3.607641 1.151217 0.605256 -0.12 0.04 -0.07
H 2.183030 2.694654 1.858868 -0.10 -0.04 0.00
H 2.831381 -1.364681 2.330652 0.20 0.08 0.27
H 2.042311 -0.226920 4.065827 0.25 -0.12 -0.04
H 0.402096 -1.288297 1.564944 -0.25 0.03 -0.01
C -3.736198 3.440520 4.304893 0.01 0.03 -0.03
O -2.937575 4.554143 3.948095 0.01 -0.08 0.04
C -1.682617 4.580894 4.609209 -0.10 0.21 -0.11
C -0.566320 4.101219 3.709376 0.13 -0.23 0.10
O -0.695798 2.723375 3.404492 -0.04 0.07 -0.05
C -1.212220 2.478795 2.104178 -0.03 -0.05 -0.01
H -4.595260 3.425426 3.636353 0.00 0.05 0.00
H -3.187486 2.501791 4.197751 0.00 -0.01 0.03
H -4.095042 3.537281 5.335657 0.02 -0.05 0.01
H -1.714421 3.975632 5.519943 0.01 -0.04 0.01
H -1.486556 5.618977 4.898421 0.01 -0.02 0.01
H 0.388165 4.235052 4.231421 -0.01 0.04 0.00
H -0.538196 4.699290 2.793517 -0.03 0.03 -0.02
H -0.468155 2.747161 1.346343 -0.05 0.02 -0.05
H -2.133192 3.040749 1.925134 0.03 0.06 0.03
H -1.412314 1.413961 2.022098 0.13 -0.02 0.06
C -1.787183 -5.192162 -0.444816 0.01 -0.03 -0.07
O -1.272656 -5.056704 -1.756570 0.03 0.05 0.13
C -1.064426 -3.703779 -2.142690 -0.05 -0.22 -0.22
C 0.394679 -3.322744 -2.067720 -0.01 0.27 0.13
O 0.867310 -3.308018 -0.727080 0.04 -0.11 0.03
C 1.632722 -4.449829 -0.390602 -0.02 0.07 0.02
H -1.760854 -6.250287 -0.188844 -0.01 -0.01 -0.04
H -1.189333 -4.636518 0.282101 -0.02 0.02 0.01
H -2.825382 -4.845940 -0.399335 0.01 0.03 0.05
H -1.662682 -3.029241 -1.524061 0.01 0.03 0.03
H -1.402279 -3.598917 -3.177398 0.00 0.05 0.03
H 0.514288 -2.310318 -2.466256 -0.01 -0.02 -0.02
H 0.995403 -4.001694 -2.679930 0.00 -0.04 0.00
H 2.600343 -4.432280 -0.904660 -0.01 -0.06 -0.02
H 1.106852 -5.374802 -0.639248 0.02 -0.01 -0.02
H 1.808600 -4.422963 0.684225 0.00 0.04 0.00
C -4.274727 0.840406 -5.294748 0.03 0.04 -0.03
O -2.964495 1.257438 -5.634138 -0.04 -0.10 0.05
C -2.028373 1.087837 -4.580685 0.02 0.16 -0.19
C -1.159126 -0.128943 -4.798214 0.00 -0.14 0.23
O -1.909558 -1.332260 -4.710493 0.00 0.03 -0.11
C -2.205404 -1.900460 -5.974230 0.00 -0.03 0.07
H -4.871671 0.861207 -6.204894 0.03 0.04 -0.02
H -4.281812 -0.174300 -4.889142 -0.01 0.00 0.03
H -4.721421 1.525521 -4.566305 -0.02 -0.04 0.03
H -2.540848 1.015958 -3.617130 -0.01 -0.03 0.03
H -1.391870 1.978203 -4.560208 0.00 -0.02 0.02
H -0.394885 -0.161094 -4.014457 0.00 0.02 -0.02
H -0.650837 -0.062457 -5.764326 -0.01 0.02 -0.03
H -1.299176 -2.306373 -6.436861 -0.01 0.03 -0.05
H -2.660322 -1.169591 -6.646779 0.02 0.01 -0.02
H -2.908414 -2.715876 -5.810959 0.02 -0.01 0.04
```
Forces are in eV/Å.


(4)
Molecular formula: C2H5NO2
Method: DFT, ωB97M-V/def2-TZVPD

As for the spin multiplicity: 1. As for the structure (SMILES): OC/C=N\O. As for the net charge: 0. Its LUMO energy is 0.0284 Ha. The value obtained for the frontier orbital gap is 10.51 eV.

Geometry as XYZ:
```
10
Properties=species:S:1:pos:R:3:forces:R:3
C -0.352457 0.055538 -0.705681 0.66 2.09 -0.54
C 0.212097 -0.717934 0.456684 -0.17 -0.74 1.33
H -0.327702 -0.366757 -2.677286 -0.01 -0.23 1.05
H -1.389282 0.496116 -0.562168 0.89 -0.99 0.21
H 0.263162 1.029198 -0.864203 -0.60 -1.67 0.18
H 0.290039 -1.806283 0.368079 -0.06 0.37 -0.29
H 0.546988 1.386539 2.558297 0.03 -0.81 -1.25
N 0.572843 -0.308403 1.622731 -0.43 -0.07 -1.68
O -0.269715 -0.837156 -1.818458 -0.18 0.52 -0.53
O 0.454027 1.069141 1.622005 -0.12 1.53 1.53
```
Forces are in eV/Å.